Below is a structure of composition C55H51CsN16O8SSe in a non-equilibrium geometry, with properties calculated with wB97M-V/def2-TZVPD.

The geometry in XYZ format:
```
133
Properties=species:S:1:pos:R:3:mulliken_charge:R:1
Cs -0.7098 -0.7697 0.0736 1.131
C -0.9594 4.1155 4.9828 -1.586
N -0.6435 3.6831 3.6488 1.341
C -0.8739 2.4986 3.0454 -0.721
N -0.4299 2.5352 1.8157 0.093
C 0.0828 3.7738 1.6942 -0.591
N -0.0288 4.5010 2.7815 -1.059
C -2.3398 4.7301 5.0856 0.965
C -2.5012 6.0754 5.4011 -0.690
C -3.7722 6.6249 5.5044 -0.599
C -4.8946 5.8494 5.2981 -1.021
C -4.7460 4.5009 4.9680 -0.014
C -3.4645 3.9510 4.8705 0.002
C -5.8817 3.6500 4.7225 0.607
N -7.1546 3.8842 4.9034 -0.521
N -7.8164 2.7676 4.5602 -0.593
C -6.9303 1.8908 4.1732 0.673
O -5.6764 2.3946 4.2642 -0.142
C -7.0867 0.5316 3.7113 -0.314
C -8.2974 -0.1608 3.7739 -1.019
C -8.3435 -1.4702 3.3350 -0.614
C -7.1984 -2.1140 2.8850 -0.659
C -5.9875 -1.4371 2.8353 0.305
C -4.6858 -2.1058 2.4781 -0.265
N -3.7342 -1.8389 3.5221 1.382
C -2.8186 -0.8620 3.5672 -0.287
N -2.2652 -0.8203 4.7628 -0.481
C -2.8819 -1.8219 5.4206 -0.496
N -3.7866 -2.4537 4.7096 -1.157
C -5.9506 -0.1072 3.2192 0.145
H -0.1992 4.8479 5.2693 0.431
H -0.8918 3.2430 5.6403 0.323
H -1.3203 1.6471 3.5207 0.538
H 0.5546 4.1300 0.8022 0.634
H -1.6325 6.6967 5.5669 0.385
H -3.8790 7.6737 5.7434 0.387
H -5.8862 6.2646 5.3753 0.512
H -3.3616 2.9054 4.6210 0.654
H -9.1720 0.3348 4.1687 0.512
H -9.2795 -2.0105 3.3692 0.374
H -7.2484 -3.1479 2.5752 0.434
H -4.2713 -1.6764 1.5600 -0.273
H -4.8157 -3.1837 2.3724 0.406
H -2.5740 -0.2499 2.7227 0.657
H -2.6599 -2.0892 6.4355 0.509
H -5.0266 0.4451 3.1359 0.856
N 3.7368 -2.5135 1.3623 0.094
C 3.5630 -2.1350 0.0449 0.467
C 4.0930 -2.9773 -0.9460 -0.915
C 3.9334 -2.6155 -2.2658 -0.593
C 3.2730 -1.4297 -2.5685 -0.816
C 2.7966 -0.6644 -1.5150 -0.805
N 2.9522 -1.0019 -0.2475 0.500
C 2.9869 -2.0535 2.4259 0.152
C 2.7802 -2.9333 3.4972 -0.660
C 1.9672 -2.5300 4.5307 -0.942
C 1.4019 -1.2625 4.4840 -0.371
C 1.7330 -0.4515 3.4119 -0.253
N 2.5322 -0.8149 2.4270 0.367
H 3.9336 -3.5020 1.4443 0.321
H 4.5901 -3.8977 -0.6660 0.402
H 4.3240 -3.2487 -3.0554 0.373
H 3.1387 -1.1204 -3.5949 0.398
H 2.3028 0.2850 -1.6718 0.826
H 3.1971 -3.9284 3.4608 0.340
H 1.7506 -3.2095 5.3470 0.378
H 0.7060 -0.9312 5.2407 0.385
H 1.3297 0.5493 3.3287 0.291
Se -5.3524 0.1475 -7.7532 0.182
N -5.3612 -0.7349 -6.2072 -0.873
C -4.1577 -0.6371 -5.6645 0.794
C -3.7753 -1.2505 -4.4268 0.768
C -4.6776 -1.9595 -3.6261 -0.719
C -4.2144 -2.5847 -2.4922 -0.698
C -2.8441 -2.5257 -2.2095 -0.386
N -1.9958 -1.8278 -2.9263 -0.201
C -2.4322 -1.1606 -3.9914 -0.475
C -1.4903 -0.3172 -4.7064 -0.121
N -0.2835 -0.1279 -4.1759 -0.229
C 0.5627 0.6776 -4.7713 0.036
C 0.2959 1.3108 -5.9888 -1.008
C -0.9340 1.1103 -6.5726 -0.592
C -1.8730 0.3052 -5.9195 0.593
C -3.2007 0.1118 -6.4216 0.923
N -3.6418 0.6097 -7.5675 -0.892
H -5.7171 -1.9968 -3.9208 0.471
H -4.8864 -3.1203 -1.8367 0.451
H -2.4269 -3.0808 -1.3798 0.641
H 1.5083 0.8349 -4.2658 0.462
H 1.0363 1.9435 -6.4573 0.451
H -1.2012 1.5628 -7.5170 0.498
C -0.4808 -4.5827 2.7570 -0.753
S 0.1478 -3.6789 1.2850 0.723
O -0.8258 -3.9309 0.2314 -0.594
O 1.4623 -4.2440 1.0128 -0.704
O 0.1682 -2.2842 1.7065 -0.394
H -0.3383 -5.6483 2.6300 0.370
H -1.5270 -4.3331 2.8615 0.166
H 0.0937 -4.2100 3.5921 0.060
C 3.7959 3.6345 -3.6790 -1.340
C 2.9608 4.2429 -2.5478 1.112
C 2.2500 5.5061 -3.0274 -1.860
C 3.8507 4.4733 -1.3534 0.002
C 4.6399 5.5865 -1.2111 -0.117
C 5.4707 5.7422 -0.1088 -1.191
C 5.5129 4.7488 0.8615 -0.603
C 4.7512 3.6073 0.7680 0.318
C 4.8158 2.5685 1.8581 0.611
C 5.2995 1.2197 1.3222 -1.292
C 3.4450 2.3906 2.5094 -1.370
C 3.8696 3.4159 -0.3632 -0.118
O 3.1527 2.4021 -0.5047 -0.433
H 3.1851 3.4435 -4.5603 0.285
H 4.2366 2.6972 -3.3483 0.336
H 4.6013 4.3128 -3.9611 0.308
H 2.2131 3.5003 -2.2417 0.167
H 2.9542 6.2057 -3.4756 0.315
H 1.7581 6.0029 -2.1947 0.392
H 1.5021 5.2530 -3.7769 0.455
H 4.6180 6.3652 -1.9632 0.226
H 6.0779 6.6328 -0.0146 0.297
H 6.1724 4.8818 1.7147 0.297
H 5.5331 2.9311 2.6142 0.513
H 4.5698 0.8271 0.6186 -0.115
H 5.4116 0.5103 2.1415 0.427
H 6.2617 1.3387 0.8243 0.467
H 2.7553 1.9982 1.7665 -0.063
H 3.0730 3.3449 2.8836 0.465
H 3.5106 1.6779 3.3291 0.573
O -3.1334 -0.4198 0.4618 -0.736
N -3.2497 0.4940 -0.3532 1.080
O -4.2487 1.1836 -0.3272 -0.781
O -2.3693 0.6888 -1.1740 -0.664
```

Values from the calculation:
E_tot ... -174813.70859 eV
Frontier orbital gap ... 3.82 eV
Charge ... -2



Below is an isolated molecule of C9H7BrN2O3 in a non-equilibrium geometry, with properties calculated with wB97M-V/def2-TZVPD.

The geometry in XYZ format:
```
22
Properties=species:S:1:pos:R:3:nbo_charge:R:1
C 1.2074 0.1934 -2.0730 -0.204
C 1.8679 1.3460 -1.7847 -0.197
C 0.5178 2.0485 0.0169 -0.183
C -0.3530 0.9333 -0.1901 -0.148
C 0.2265 -0.2195 -0.9830 0.354
C 1.7513 2.1404 -0.5678 -0.147
C -1.9511 -0.6033 -0.5817 0.634
C -1.5293 0.5429 0.2922 0.319
C 0.8688 -1.5858 2.1908 -0.123
N 0.2810 -1.0939 1.1830 -0.141
N -0.9090 -0.9377 -1.4518 -0.637
O -3.0397 -1.1717 -0.4468 -0.589
O 1.0060 -0.9636 0.0544 -0.389
O -2.4080 0.9794 1.2378 -0.628
Br 2.9513 3.4540 -0.1227 0.127
H 1.2971 -0.4042 -2.9876 0.232
H 2.7192 1.6458 -2.4184 0.223
H 0.3671 2.5760 0.8696 0.217
H 0.3156 -1.8762 3.0834 0.195
H 1.8761 -1.8502 2.1410 0.165
H -0.8135 -1.8878 -1.8871 0.424
H -3.0540 0.3536 1.3155 0.497
```

Values from the calculation:
E_tot ... -88607.76671 eV
Frontier orbital gap ... 7.54 eV
Charge ... 0
SMILES ... C=NO[C@]12C=CC(Br)=CC1=C(O)C(=O)N2



Below is an isolated molecule of C5H6O, with properties calculated with wB97M-V/def2-TZVPD.

The geometry in XYZ format:
```
12
Properties=species:S:1:pos:R:3:nbo_charge:R:1
C 0.0566 -1.1051 -1.1572 -0.644
C 0.8550 0.0933 -0.7184 0.087
O 0.2572 1.3665 -0.9148 -0.468
C 0.4849 0.9438 0.4247 -0.026
C -0.6486 0.6638 1.2857 -0.050
C -1.5056 0.4435 2.1026 -0.204
H -1.0100 -0.8683 -1.1406 0.233
H 0.2375 -1.9671 -0.5069 0.222
H 0.3347 -1.3845 -2.1786 0.220
H 1.9211 0.0653 -0.9544 0.182
H 1.2815 1.4933 0.9273 0.210
H -2.2643 0.2556 2.8308 0.238
```

Values from the calculation:
E_tot ... -7326.60257 eV
Frontier orbital gap ... 10.99 eV
Charge ... 0
SMILES ... C#C[C@@H]1O[C@@H]1C